A molecular structure, C19H17N7PdS, computed with wB97M-V/def2-TZVPD.

XYZ file:
```
45
Properties=species:S:1:pos:R:3
Pd 0.0331 1.9082 0.1286
N 2.1437 -0.6997 2.7082
C 2.3846 0.4647 3.3984
C 1.7962 1.4505 2.6711
N 1.2064 0.9054 1.5561
C 1.4346 -0.3888 1.5952
C 0.9966 -1.3585 0.5984
N 0.9921 -1.1593 -0.6933
C 0.4552 -2.2951 -1.2392
C 0.1487 -3.1947 -0.2606
N 0.5066 -2.5913 0.9184
H 2.5286 -1.6033 2.9222
H 2.9389 0.4832 4.3190
H 1.7432 2.5060 2.8704
H 0.3231 -2.3988 -2.3025
H -0.2910 -4.1756 -0.2928
H 0.2959 -2.9334 1.8398
C -1.5346 1.8566 1.4107
C -2.3942 0.6971 1.0651
C -2.1664 -0.5477 1.6605
C -2.9046 -1.6637 1.3199
C -3.9132 -1.5587 0.3641
C -4.1752 -0.3212 -0.2244
C -3.4274 0.7853 0.1263
C -4.6742 -2.7202 0.0009
N -5.2711 -3.6610 -0.2850
H -1.1573 1.7431 2.4298
H -2.0756 2.8013 1.3405
H -1.3934 -0.6290 2.4171
H -2.7154 -2.6197 1.7915
H -4.9632 -0.2372 -0.9609
H -3.6286 1.7358 -0.3505
C 3.4254 0.8949 -1.1751
C 2.3877 1.3811 -2.1359
C 2.5237 1.2385 -3.5121
C 1.4948 1.7150 -4.3037
N 0.3803 2.2554 -3.8177
C 0.3178 2.3461 -2.4958
S -1.0791 2.8945 -1.6297
N 1.3086 1.9768 -1.6399
H 4.4291 1.0906 -1.5514
H 3.3081 -0.1829 -1.0451
H 3.2970 1.3770 -0.2080
H 3.4037 0.7835 -3.9436
H 1.5609 1.6495 -5.3850
```

multiplicity	1
E_HOMO	-7.583	eV
HOMO-LUMO gap	7.46	eV

Results of the Löwdin charge analysis, in e, for atoms 1 through 4:
1 Pd 0.639
2 N 0.119
3 C -0.067
4 C -0.106

---

A molecular structure, C11H20MnN3O4PS4, computed with wB97M-V/def2-TZVPD.

XYZ file:
```
44
Properties=species:S:1:pos:R:3
Mn 1.4039 0.8850 -0.6645
C 2.9916 2.2582 2.8895
C 3.0954 1.3362 1.6961
C 3.9615 0.1218 1.9532
O 1.7138 0.8445 1.3669
C 3.5931 2.0821 0.4536
O 4.4271 2.9306 0.5003
O 3.0444 1.6557 -0.6996
H 2.6594 1.7105 3.7715
H 2.3154 3.0934 2.6881
H 3.9714 2.6867 3.0912
H 3.5820 -0.4388 2.8063
H 4.9737 0.4563 2.1794
H 4.0218 -0.5321 1.0830
H 1.1296 1.4971 1.7816
S 1.0434 1.0939 -2.9353
S 1.6388 2.9649 -3.3207
S 1.1910 4.0775 -1.6887
S 0.2032 2.8560 -0.4484
O 2.7620 -1.9494 -1.1608
C 2.2929 -0.9518 -0.9748
C -3.7725 -0.8076 0.2272
N -2.6886 -1.8392 0.6238
C -2.5964 -2.8822 -0.5133
N -2.3405 -2.2447 -1.7538
C -3.3889 -1.2724 -2.0677
N -3.4773 -0.2388 -1.0368
C -2.3210 0.6554 -1.0236
P -0.7802 -0.2894 -0.6511
C -1.3643 -1.1765 0.8704
C -0.9979 -1.6788 -1.8546
H -3.8045 -0.0594 1.0182
H -4.7098 -1.3624 0.1984
H -2.9864 -2.3137 1.4791
H -3.5603 -3.3899 -0.5274
H -1.8086 -3.5834 -0.2405
H -4.3447 -1.7927 -2.1310
H -3.1802 -0.8103 -3.0303
H -2.4642 1.4491 -0.2885
H -2.2076 1.1368 -1.9959
H -1.4823 -0.4796 1.7013
H -0.6463 -1.9417 1.1694
H -0.2537 -2.4581 -1.6756
H -0.8392 -1.2988 -2.8657
```

net charge	+2
multiplicity	4
E_HOMO (alpha / beta)	-14.377 / -14.922	eV
HOMO-LUMO gap (alpha / beta)	7.40 / 6.69	eV

Results of the Löwdin charge analysis, in e, for atoms 1 through 4:
1 Mn -0.031
2 C 0.015
3 C -0.456
4 C 0.025

---

A molecular structure, C39H45N9, computed with wB97M-V/def2-TZVPD.

XYZ file:
```
93
Properties=species:S:1:pos:R:3
N -4.6063 -0.4689 -0.0602
C -4.0934 0.5113 -0.9090
C -3.2968 1.3611 -0.1212
C -3.6395 1.0038 1.1883
C -4.4220 -0.2066 1.2352
H -5.0651 -1.2989 -0.4076
H -4.1913 0.4987 -1.9845
H -2.6561 2.1857 -0.3969
H -3.3190 1.5001 2.0924
H -4.8222 -0.7751 2.0617
N 3.3025 3.9390 -0.1397
C 2.3416 3.2462 0.6316
C 1.2482 3.0668 -0.1688
C 1.4523 3.6303 -1.4469
C 2.7515 4.2255 -1.3282
H 4.2431 4.1836 0.1350
H 2.5636 2.8803 1.6231
H 0.3190 2.6071 0.1340
H 0.8410 3.6419 -2.3372
H 3.4635 4.6993 -1.9877
N 3.5149 -1.8700 -0.8760
C 2.2020 -2.0710 -1.1955
C 1.8983 -3.3937 -0.8860
C 2.8352 -3.7176 0.1095
C 3.9183 -2.8261 0.0050
H 4.1394 -1.1923 -1.2893
H 1.7196 -1.3917 -1.8826
H 1.1142 -4.0646 -1.2042
H 2.9476 -4.6122 0.7040
H 4.8553 -2.7291 0.5332
N 4.8838 -0.3264 -1.8225
C 4.6280 0.6924 -0.8928
C 3.2035 1.0071 -0.9407
C 2.7156 0.3795 -2.1144
C 3.7331 -0.4715 -2.6117
H 5.7594 -0.7947 -2.0070
H 5.4505 1.1204 -0.3388
H 2.6787 1.7750 -0.3918
H 1.7016 0.5919 -2.4195
H 3.9245 -1.0931 -3.4738
N -1.0234 0.0912 0.6750
C -0.6184 1.3157 0.2376
C 0.6133 1.2052 -0.4041
C 0.9373 -0.1080 -0.3605
C -0.0202 -0.7988 0.3669
H -1.8656 -0.1812 1.1616
H -1.2814 2.1566 0.3786
H 1.0784 2.0032 -0.9639
H 1.7788 -0.6073 -0.8176
H -0.1181 -1.8443 0.6193
N -3.7856 3.9925 2.9709
C -3.4099 3.3378 1.8384
C -2.0311 3.4539 1.7536
C -1.4965 4.1703 2.7968
C -2.6576 4.4143 3.6084
H -4.6812 3.9289 3.4335
H -4.1174 2.8374 1.1939
H -1.4964 2.8001 1.0806
H -0.4667 4.3595 3.0617
H -2.8829 4.9672 4.5084
N -1.9542 -2.7635 -2.3190
C -2.6275 -2.3678 -3.4304
C -3.0298 -1.0466 -3.5243
C -2.4505 -0.0362 -2.7623
C -1.5892 -0.4202 -1.7240
C -1.3951 -1.8240 -1.4742
H -3.0614 -3.1605 -4.0218
H -3.5891 -0.7358 -4.3943
H -2.6918 1.0050 -2.9173
H -1.1206 0.3289 -1.1030
H -0.9038 -2.2136 -0.5948
N 4.2345 -0.0791 1.7673
C 3.0047 0.2135 1.3628
C 1.9193 -0.5769 1.7306
C 2.1660 -1.7273 2.4529
C 3.4457 -2.1483 2.7258
C 4.4570 -1.2863 2.3181
H 2.7933 1.1175 0.8110
H 0.8745 -0.3885 1.5325
H 1.3723 -2.4352 2.6404
H 3.5927 -3.0258 3.3381
H 5.4942 -1.4670 2.5590
N -1.7161 -1.9497 0.9288
C -1.7795 -3.3104 1.0967
C -2.7925 -4.1582 0.5934
C -3.7610 -3.5591 -0.2317
C -3.7111 -2.1659 -0.3955
C -2.7166 -1.5404 0.1727
H -0.9784 -3.6584 1.7320
H -2.7054 -5.2113 0.8166
H -4.5162 -4.2369 -0.6011
H -4.3663 -1.6314 -1.0674
H -2.5919 -0.4779 0.0248
```

multiplicity	1
E_HOMO	-6.662	eV
HOMO-LUMO gap	7.10	eV

Results of the Löwdin charge analysis, in e, for atoms 1 through 4:
1 N -0.100
2 C -0.047
3 C -0.097
4 C -0.138

---

Per-record energy above the lowest of the compared OMol25 structures with the same formula, charge and spin, eV: 0.000, 0.186, 31.907
Per-record maximum force, eV/A: 0.4, 0.2, 9.8